Record 1
149
Properties=species:S:1:pos:R:3:forces:R:3 method="wB97M-V/def2-TZVPD" orbital_gap_ha=0.309 total_charge=+1
C 0.3047 -4.5680 2.6155 -0.6 -0.3 -0.6
C -1.2541 -4.4898 2.4231 1.6 0.9 -1.0
C -1.5170 -3.1686 1.6196 -0.8 0.2 1.2
C -2.9889 -3.0705 1.1003 0.3 -0.3 -0.3
C -3.1237 -2.5620 -0.3689 -0.5 0.3 1.0
C -2.2538 -1.3000 -0.7031 -0.8 -0.8 -0.9
C -1.4590 -1.5406 -2.0379 0.7 1.1 0.5
C 0.1081 -1.4347 -1.8718 -0.3 -0.4 -1.0
C 0.8581 -2.6374 -2.5410 -0.3 0.0 0.9
C 1.0862 -3.8729 -1.6032 0.6 0.4 -0.2
C 2.5203 -4.5112 -1.7888 -1.4 -1.1 0.3
C 3.1829 -4.8808 -0.4218 0.7 -0.5 -0.8
C 4.3804 -3.9652 -0.0091 -0.6 0.0 0.3
C 4.2727 -2.5178 -0.5491 0.5 0.3 0.9
C 3.1031 -1.7139 0.1048 0.1 -1.2 0.1
C 3.2316 -1.5765 1.6592 -0.7 0.8 -0.1
N 4.2660 -0.6450 2.0860 -0.4 -0.4 -0.4
C 4.0822 0.6985 1.5217 -0.1 0.1 0.5
C 3.0430 0.7809 0.3701 0.1 1.1 0.5
N 3.1055 -0.3628 -0.5771 -0.2 -0.2 1.1
H 0.7279 -4.6548 1.5929 -0.1 0.0 0.5
H 0.7190 -3.6374 3.0468 -0.3 -0.5 0.1
H 0.6229 -5.4627 3.1782 -0.1 0.5 -0.1
H -1.5579 -5.3226 1.7583 0.0 0.2 0.7
H -1.7616 -4.4998 3.3979 -0.1 -0.1 -0.5
H -1.3702 -2.3349 2.3443 0.2 -0.3 -0.5
H -0.7559 -3.0199 0.8226 -0.5 -0.4 0.3
H -3.4189 -4.0933 1.1413 0.1 0.5 0.0
H -3.5986 -2.4538 1.7891 0.4 -0.2 -0.3
H -4.1902 -2.2844 -0.5091 0.5 -0.3 -0.1
H -2.9458 -3.4203 -1.0428 0.2 0.5 0.2
H -1.6102 -0.9887 0.1402 -0.2 -0.3 -0.4
H -2.9652 -0.4678 -0.8831 0.5 -0.3 0.2
H -1.6714 -2.5124 -2.5124 -0.2 0.4 0.4
H -1.7771 -0.7376 -2.7362 0.2 -0.6 0.1
H 0.4471 -0.5245 -2.4157 -0.1 -0.4 0.5
H 0.3277 -1.3165 -0.7909 0.1 -0.2 -0.5
H 0.2347 -2.9909 -3.3871 0.6 0.4 0.2
H 1.8300 -2.2727 -2.9292 -0.4 -0.3 0.0
H 0.9911 -3.6187 -0.5242 -0.2 0.1 -0.7
H 0.2862 -4.6109 -1.8098 0.5 0.2 0.2
H 3.1552 -3.9171 -2.4671 -0.2 -0.2 0.5
H 2.3341 -5.4710 -2.3087 0.3 0.5 0.1
H 2.4203 -4.9743 0.3763 0.4 0.3 -0.4
H 3.5884 -5.9083 -0.5400 -0.2 0.5 0.2
H 4.3928 -3.9298 1.1016 0.2 0.1 -0.6
H 5.3477 -4.4313 -0.2803 -0.5 0.4 -0.2
H 5.2079 -1.9870 -0.2408 -0.4 -0.2 -0.2
H 4.2699 -2.4474 -1.6578 -0.3 -0.2 0.6
H 2.1080 -2.1474 -0.0969 0.7 0.0 0.0
H 3.3354 -2.5579 2.1523 0.1 0.4 -0.5
H 2.2687 -1.1672 2.0398 0.4 -0.3 -0.2
H 5.1912 -1.0109 1.9242 0.1 0.1 -0.1
H 5.0677 1.1168 1.2475 -0.6 -0.2 -0.1
H 3.6866 1.3445 2.3355 0.2 -0.1 -0.6
H 2.0092 0.8915 0.7764 0.9 -0.5 -0.5
H 3.2422 1.7030 -0.2063 -0.2 -0.4 0.1
H 3.9390 -0.3020 -1.1713 -0.2 0.1 0.3
H 2.3159 -0.2902 -1.2260 0.0 -0.1 0.1
C 0.0987 -8.0752 -2.9278 0.0 0.1 -0.1
Br 1.7471 -7.7800 -3.8977 -0.2 0.0 0.2
Br 0.3057 -7.7084 -1.0390 0.0 0.0 -0.2
Br -1.3688 -7.0749 -3.6944 0.2 0.0 0.2
H -0.1454 -9.1259 -3.0227 0.0 0.0 0.0
C 0.1090 3.2543 -0.4956 0.1 0.0 -0.2
Br -0.5478 1.5145 -1.0354 0.1 0.6 0.1
Br 0.9190 3.1830 1.2488 -0.3 0.3 0.2
Br 1.3311 3.9934 -1.7957 0.0 -0.1 0.3
H -0.7481 3.9165 -0.4359 0.1 0.0 0.0
C -3.2877 4.6991 2.1108 0.0 0.0 0.2
Br -2.9216 5.1486 3.9550 0.1 -0.2 -0.4
Br -2.1795 5.7154 0.8936 0.0 0.0 0.3
Br -3.1348 2.7978 1.7802 0.1 0.2 0.0
H -4.3165 4.9760 1.9116 0.1 0.0 0.0
C -3.2365 -5.6163 6.6941 0.0 -0.1 0.0
Br -4.1445 -4.4202 5.4744 0.1 -0.1 0.1
Br -4.0193 -7.3838 6.6782 0.1 0.3 0.0
Br -1.3320 -5.6716 6.3547 -0.2 0.0 0.0
H -3.3708 -5.2168 7.6910 0.0 0.0 -0.1
C -7.0478 1.3377 3.3641 0.0 -0.1 0.0
Br -7.0437 2.1177 1.5924 0.0 -0.3 0.7
Br -6.5946 -0.5423 3.3173 0.0 0.3 0.0
Br -5.9066 2.3226 4.5773 -0.1 -0.2 -0.3
H -8.0581 1.4133 3.7456 0.1 0.0 0.0
C 8.3766 0.9385 1.6788 0.2 0.0 0.0
Br 7.4421 2.0192 0.3617 0.2 -0.1 0.1
Br 7.7817 -0.9066 1.6698 0.2 0.2 -0.1
Br 10.2915 1.0676 1.4724 -0.4 -0.1 0.0
H 8.1320 1.3447 2.6523 0.0 0.0 -0.1
C -0.2444 8.8014 2.4997 -0.1 0.0 0.0
Br 0.8540 7.2211 2.6799 0.0 0.2 0.0
Br -0.1159 9.9500 4.0486 0.1 -0.2 -0.2
Br 0.1335 9.7568 0.8634 0.0 -0.2 0.2
H -1.2729 8.4659 2.4402 0.1 0.0 0.0
C -1.9036 -9.4677 -7.2236 -0.2 -0.1 -0.1
Br -2.8391 -10.1299 -5.6665 0.2 0.0 -0.2
Br -0.0128 -9.2494 -6.8715 -0.2 -0.1 0.0
Br -2.2264 -10.5652 -8.7814 0.1 0.2 0.2
H -2.2991 -8.4832 -7.4425 0.1 -0.1 0.0
C 6.0883 0.5736 -3.0704 0.4 0.0 -0.1
Br 4.1606 0.3795 -3.2651 0.5 0.2 -0.8
Br 7.0146 -1.0655 -3.5058 -0.2 0.3 0.1
Br 6.7521 2.0728 -4.0922 -0.1 -0.3 0.2
H 6.2939 0.7842 -2.0234 -0.1 0.0 -0.2
C 0.0775 -6.3995 -9.5388 0.1 0.0 -0.1
Br -1.8515 -6.2642 -9.6175 0.2 0.0 0.0
Br 0.8193 -7.0226 -11.2115 -0.1 0.1 0.2
Br 0.8881 -4.7384 -8.9669 -0.1 -0.2 -0.1
H 0.3135 -7.1439 -8.7884 0.0 0.1 -0.1
C -2.0022 12.5462 6.1943 0.0 0.1 0.1
Br -3.1288 12.8080 4.6444 0.1 0.0 0.2
Br -0.9811 14.1327 6.6197 -0.2 -0.2 -0.1
Br -3.0137 11.9105 7.7137 0.2 0.1 -0.2
H -1.2919 11.7700 5.9412 -0.1 0.1 0.0
C -4.1728 3.5929 -2.0364 0.0 0.1 0.0
Br -3.9343 5.5065 -2.2140 -0.4 -0.5 -0.1
Br -5.8261 3.1661 -1.1257 0.4 0.2 -0.5
Br -4.0386 2.6732 -3.7310 -0.1 0.1 0.3
H -3.3656 3.2288 -1.4100 -0.1 0.0 0.0
C -2.3268 12.4201 -1.3348 0.0 0.1 0.1
Br -3.3708 13.7885 -2.2154 0.1 -0.2 0.1
Br -2.2641 12.6860 0.5797 -0.1 0.0 -0.2
Br -2.9434 10.6425 -1.7913 0.0 0.2 0.1
H -1.3123 12.5083 -1.7020 -0.1 0.0 0.0
C 4.2955 2.7301 -7.2014 0.0 0.0 -0.1
Br 3.6338 3.8278 -8.6488 0.1 -0.2 0.2
Br 3.2555 2.9705 -5.5886 0.0 0.1 -0.3
Br 4.4106 0.8658 -7.7034 0.0 0.2 0.1
H 5.3022 3.0633 -6.9829 -0.1 0.0 0.0
C -1.3745 9.5141 10.7030 0.0 0.1 0.0
Br -3.3014 9.4764 10.5397 0.2 0.0 0.0
Br -0.5079 8.9263 9.0750 -0.1 0.1 0.2
Br -0.7381 11.2504 11.2672 -0.1 -0.2 -0.1
H -1.1069 8.8083 11.4785 0.0 0.0 -0.1
C -1.5210 -12.4748 -1.8700 0.0 0.0 0.1
Br -3.0638 -11.3334 -2.1203 0.3 -0.1 0.1
Br -0.0250 -11.9221 -2.9674 -0.2 0.0 0.1
Br -1.0298 -12.6145 -0.0056 -0.1 0.1 -0.3
H -1.8034 -13.4663 -2.2005 0.0 0.1 0.0
C -5.0276 4.5171 7.5133 -0.1 0.1 0.0
Br -5.7711 5.6008 6.0946 0.0 0.0 0.4
Br -3.1191 4.7871 7.6910 -0.2 0.0 0.0
Br -5.9500 4.7979 9.1887 0.2 0.0 -0.3
H -5.1787 3.4811 7.2365 0.0 0.1 0.0
C -0.6069 5.6587 -5.1707 0.1 0.1 0.0
Br -0.9868 6.6541 -3.5576 0.4 0.1 -0.3
Br 1.0549 6.2120 -5.9948 -0.3 0.0 0.2
Br -0.6170 3.7608 -4.8377 0.0 0.0 -0.2
H -1.4035 5.8635 -5.8746 0.1 0.0 0.1

Record 2
118
Properties=species:S:1:pos:R:3:forces:R:3 method="wB97M-V/def2-TZVPD" orbital_gap_ha=0.279 smiles="O=NOc1c(Cl)c2c(c(CCC(=O)Nc3ccccc3)c1PP(=O)(O)O)C(=O)N(CCCCO)C2=O.CN(C)C=O.CN(C)C=O.CN(C)C=O.CN(C)C=O.CN(C)C=O"
O -4.6139 -0.8712 5.2496 0.2 -0.5 -0.2
N -4.2612 -1.1577 4.1838 -0.5 0.3 0.7
O -3.5182 -0.0469 3.6375 0.3 0.3 -0.5
C -3.3886 -0.1661 2.2712 -0.4 -0.2 0.6
C -4.5360 -0.0719 1.4938 -0.5 0.0 0.2
Cl -6.0928 0.2208 2.1903 0.3 0.0 0.0
C -4.3674 -0.2224 0.1512 -0.2 -0.1 -1.9
C -3.1216 -0.4159 -0.4299 -0.3 -0.1 -0.4
C -1.9735 -0.5061 0.3276 0.6 -0.1 -0.3
C -0.6319 -0.7237 -0.3313 0.2 0.2 0.1
C 0.2909 0.5251 -0.2813 0.5 -0.3 -0.1
C 1.3592 0.3611 -1.3613 -0.7 1.3 0.4
O 1.3713 1.1041 -2.3187 0.4 -0.7 0.2
N 2.3157 -0.6784 -1.0994 -0.4 -0.1 -0.8
C 2.3865 -1.7013 -2.1057 0.5 -0.1 0.3
C 3.2811 -2.7340 -1.8730 0.4 -0.2 0.6
C 3.4211 -3.7661 -2.7623 0.6 -1.2 -0.5
C 2.6907 -3.8119 -3.9404 0.1 0.3 0.3
C 1.8303 -2.7660 -4.1759 -0.6 -0.6 -1.0
C 1.6615 -1.7361 -3.2790 -0.7 0.8 0.0
C -2.1439 -0.3943 1.7088 1.3 -0.3 0.3
P -0.7657 -0.5515 2.9303 -0.8 1.0 1.8
P -0.7166 -2.7141 3.2775 0.2 -0.3 -2.4
O 0.1446 -3.3788 2.2883 0.6 -0.3 0.4
O -0.3878 -3.0849 4.8053 -0.3 0.3 -0.3
O -2.2507 -3.1602 3.0285 0.3 0.5 1.1
C -3.3173 -0.5323 -1.9198 0.3 -0.4 -0.5
O -2.5119 -0.7571 -2.7951 -0.5 0.5 0.7
N -4.7135 -0.3762 -2.1950 0.1 0.9 0.2
C -5.0686 0.7339 -3.1169 -0.7 0.8 -0.4
C -6.4138 0.5578 -3.8051 -0.7 -0.8 -0.6
C -6.4385 -0.6238 -4.7959 0.2 0.1 -0.1
C -7.8227 -0.8707 -5.4256 -0.1 0.0 -0.3
O -8.9279 -0.5158 -4.5937 0.3 -0.2 0.0
C -5.3930 -0.2208 -0.9758 -0.3 -0.4 2.3
O -6.5784 -0.1370 -0.7519 0.6 0.1 -1.2
H -0.8260 -0.9253 -1.3892 0.1 -0.2 0.3
H -0.1098 -1.5741 0.1284 -0.2 0.1 -0.1
H -0.2637 1.4590 -0.4202 0.1 -0.2 -0.3
H 0.8436 0.6335 0.6592 -0.3 -0.1 0.0
H 3.2507 -0.3040 -0.9721 -0.1 0.2 0.2
H 3.8898 -2.7760 -0.9725 -0.2 0.3 0.0
H 4.1066 -4.6000 -2.5892 -0.3 0.7 0.2
H 2.8151 -4.6235 -4.6490 0.0 0.1 0.1
H 1.2478 -2.7819 -5.0952 0.0 0.2 0.2
H 0.9443 -0.9579 -3.5188 0.1 0.0 0.0
H 0.4543 -0.1458 2.3668 -0.2 -0.8 -0.4
H 0.5646 -3.2541 4.8393 0.0 0.0 0.1
H -2.3778 -4.0795 3.3011 -0.1 0.0 -0.1
H -5.1286 1.6502 -2.5042 0.1 -0.2 -0.1
H -4.2908 0.9296 -3.8610 0.1 -0.6 0.2
H -7.2358 0.3981 -3.1025 0.4 0.2 0.2
H -6.7020 1.4509 -4.3770 0.4 0.1 0.3
H -5.7451 -0.3754 -5.6123 0.0 -0.3 0.1
H -6.0692 -1.5439 -4.3252 0.0 0.2 0.1
H -7.9469 -1.9211 -5.7288 0.3 0.2 0.0
H -7.9214 -0.2811 -6.3447 -0.1 0.1 0.3
H -8.9708 -1.1943 -3.9107 -0.2 0.2 0.1
C 3.8006 -9.7867 -3.2198 -0.2 0.2 0.0
N 3.7080 -8.3598 -2.9821 0.0 -0.2 0.0
C 2.3945 -7.7413 -2.8812 0.2 0.2 0.0
C 4.7973 -7.5838 -2.8506 0.1 0.0 0.0
O 4.7717 -6.3833 -2.6504 0.1 -0.5 0.0
H 3.3105 -10.0329 -4.1639 0.0 -0.1 0.0
H 3.3073 -10.3256 -2.4085 0.0 -0.1 -0.1
H 4.8421 -10.0982 -3.2698 0.0 0.1 0.0
H 2.2904 -6.9746 -3.6495 -0.1 0.0 0.1
H 2.2879 -7.2653 -1.9058 -0.1 0.0 0.0
H 1.6186 -8.4922 -3.0078 0.1 -0.1 0.0
H 5.7439 -8.1420 -2.9412 0.0 0.0 0.0
C 4.9383 -2.5120 6.2407 0.1 0.2 -0.2
N 4.3016 -1.7942 5.1536 0.0 -0.2 0.2
C 5.0725 -0.8181 4.4003 -0.2 0.0 -0.1
C 3.0181 -1.9988 4.8143 0.0 0.1 -0.1
O 2.4377 -1.4250 3.9132 -0.2 0.0 0.1
H 5.2873 -1.8018 6.9930 0.0 -0.1 0.1
H 5.7907 -3.0760 5.8570 0.0 0.0 0.1
H 4.2369 -3.2028 6.7046 0.0 0.0 0.0
H 4.5978 0.1608 4.4775 0.1 0.0 -0.1
H 5.0981 -1.1059 3.3488 0.0 0.1 0.0
H 6.0863 -0.7643 4.7892 0.0 -0.1 0.1
H 2.5232 -2.7587 5.4473 0.1 0.0 0.1
C 1.6186 5.7901 0.8108 0.0 -0.2 -0.2
N 1.7384 4.3767 1.1277 -0.1 0.0 0.0
C 2.7391 3.5798 0.4364 0.0 -0.1 0.2
C 0.9573 3.7756 2.0388 -0.1 0.1 0.0
O 1.0208 2.5913 2.3354 0.0 -0.2 -0.1
H 1.3797 5.9005 -0.2498 0.1 0.1 0.0
H 2.5652 6.2898 1.0225 -0.1 0.1 -0.1
H 0.8345 6.2506 1.4057 0.1 -0.1 0.1
H 2.2503 2.7648 -0.1000 0.1 0.0 0.0
H 3.4279 3.1476 1.1651 0.0 -0.1 -0.1
H 3.2902 4.1967 -0.2679 -0.1 0.0 0.0
H 0.2349 4.4558 2.5109 0.0 0.0 0.0
C -1.3620 5.7741 6.6624 0.3 0.0 0.0
N -0.2419 5.9866 5.7663 -0.2 0.0 0.0
C 1.1056 5.7194 6.2418 0.0 0.1 -0.3
C -0.4068 6.4227 4.5066 -0.1 0.1 0.0
O 0.4976 6.6168 3.7130 0.0 0.0 0.1
H -1.2523 6.4112 7.5424 -0.1 0.0 0.0
H -1.3856 4.7290 6.9764 -0.1 0.0 0.1
H -2.2993 6.0154 6.1652 0.0 0.0 0.0
H 1.7033 6.6295 6.1769 0.1 -0.1 0.0
H 1.5697 4.9570 5.6149 0.1 0.0 0.1
H 1.0753 5.3752 7.2726 -0.1 0.0 0.0
H -1.4634 6.5942 4.2417 0.0 0.0 0.0
C -0.4020 4.0346 -3.8104 0.1 0.2 -0.1
N 0.8372 4.7616 -3.6158 -0.1 0.0 0.0
C 1.0153 6.0491 -4.2643 0.2 -0.1 0.1
C 1.8316 4.2752 -2.8490 0.0 -0.2 0.2
O 2.8950 4.8381 -2.6476 0.0 0.2 -0.1
H -0.5405 3.8242 -4.8732 -0.1 -0.1 0.0
H -1.2404 4.6370 -3.4517 -0.1 -0.1 0.0
H -0.3796 3.0936 -3.2632 0.1 0.0 0.0
H 1.8843 6.0106 -4.9225 0.0 0.1 0.0
H 1.1897 6.8182 -3.5103 0.0 0.1 -0.1
H 0.1299 6.3005 -4.8436 0.0 -0.1 0.0
H 1.5943 3.2969 -2.4065 0.0 0.1 -0.1